[1]
The following is a DFT calculation (the ωB97M-V functional and the def2-TZVPD basis) of a single C20H20N2O2 molecule.

ORCA input file:
```
! RIJCOSX wB97M-V def2-TZVPD def2/J DEFGRID3
* xyz 0 1
C 3.007 -1.186 1.449
H 3.942 -1.579 1.841
H 2.357 -2.019 1.198
H 3.215 -0.623 0.543
C 2.334 -0.313 2.503
N 1.079 0.256 2.039
C -0.008 -0.544 2.033
O 0.020 -1.707 2.389
C -1.314 0.131 1.596
O -2.080 0.561 2.439
C -1.535 0.263 0.168
C -0.899 -0.371 -0.893
N -1.305 0.206 -2.060
C -2.216 1.198 -1.807
C -2.892 2.044 -2.675
C -3.753 2.966 -2.116
C -3.931 3.048 -0.733
C -3.260 2.211 0.132
C -2.393 1.265 -0.409
H -3.399 2.267 1.200
H -4.615 3.785 -0.338
H -4.299 3.640 -2.759
H -2.749 1.981 -3.743
H -1.035 -0.119 -2.975
C 0.006 -1.514 -0.931
C -0.284 -2.673 -0.214
C 0.562 -3.763 -0.290
C 1.697 -3.714 -1.082
C 1.983 -2.571 -1.810
C 1.140 -1.478 -1.741
H 1.374 -0.582 -2.301
H 2.866 -2.530 -2.431
H 2.359 -4.567 -1.135
H 0.334 -4.653 0.276
H -1.172 -2.715 0.395
C 1.044 1.656 1.680
C 1.671 1.934 0.315
H 2.729 1.687 0.317
H 1.561 2.987 0.071
H 1.174 1.344 -0.451
H 0.006 1.994 1.678
H 1.577 2.224 2.451
H 2.991 0.506 2.803
H 2.112 -0.932 3.378
*
```

Results
**Relative energy (zero: lowest compared OMol25 entry of this formula, charge and spin)**: 46.2 kJ/mol
**LUMO**: 0.21 eV
**E_HOMO**: -8.236 eV
**Orbital gap**: 8.4 eV


[2]
The following is a DFT calculation (the ωB97M-V functional and the def2-TZVPD basis) of a molecular structure, C25H17F3NOPPdS.

ORCA input file:
```
! RIJCOSX wB97M-V def2-TZVPD def2/J DEFGRID3
* xyz 2 5
Pd -0.434 -1.222 0.214
O 0.099 -2.821 -1.945
C -0.149 -1.677 -1.764
C -0.071 -0.530 -2.747
C -0.222 -0.693 -4.122
C -0.207 0.419 -4.942
C -0.184 1.675 -4.394
C -0.035 1.851 -3.043
C -0.004 0.740 -2.209
P 0.387 0.897 -0.422
C 2.171 0.852 -0.408
C 2.966 0.401 -1.496
C 4.274 0.004 -1.287
C 4.906 0.313 -0.092
C 4.144 0.891 0.962
C 2.775 1.078 0.792
C -0.148 2.483 0.130
C 0.840 3.512 0.174
C 0.579 4.421 1.147
C -0.590 4.531 1.927
C -1.628 3.739 1.590
C -1.400 2.759 0.628
H -0.386 -1.658 -4.517
H -0.343 0.304 -6.030
H -0.309 2.552 -5.075
H 0.216 2.813 -2.577
H 2.556 0.340 -2.512
H 4.806 -0.523 -2.079
H 5.907 -0.052 0.091
H 4.468 1.122 1.953
H 2.130 1.387 1.648
H 1.832 3.404 -0.290
H 1.337 5.176 1.419
H -0.561 5.251 2.790
H -2.630 3.947 2.032
H -2.183 2.029 0.430
F -3.752 -1.875 4.605
C -2.872 -2.941 4.335
F -3.229 -4.007 5.085
F -1.620 -2.478 4.785
C -2.731 -3.287 2.887
C -3.268 -4.401 2.318
C -2.726 -4.916 1.133
C -1.880 -4.132 0.400
N -1.483 -2.919 0.854
C -1.757 -2.550 2.093
S -0.968 -1.052 2.512
H -4.113 -4.964 2.801
H -2.990 -5.935 0.861
H -1.522 -4.259 -0.647
*
```

Results
**Relative energy (zero: lowest compared OMol25 entry of this formula, charge and spin)**: 25.4 kJ/mol
**LUMO (spin up / spin down)**: -6.33 / -10.49 eV
**E_HOMO (spin up / spin down)**: -12.372 / -14.877 eV
**Orbital gap (spin up / spin down)**: 6.0 / 4.4 eV


[3]
The following is a DFT calculation (the ωB97M-V functional and the def2-TZVPD basis) of a single Cl3H3Si2 molecule.

ORCA input file:
```
! RIJCOSX wB97M-V def2-TZVPD def2/J DEFGRID3
* xyz 0 1
Si -1.296 -0.044 -0.001
Si 0.917 0.438 -0.221
Cl 1.878 1.083 -1.844
Cl 1.756 1.176 1.413
Cl 1.806 -2.005 0.289
H -1.509 0.094 1.489
H -2.355 0.650 -0.886
H -1.198 -1.393 -0.239
*
```

Results
**Relative energy (zero: lowest compared OMol25 entry of this formula, charge and spin)**: 137.4 kJ/mol
**LUMO**: -0.64 eV
**E_HOMO**: -10.071 eV
**Orbital gap**: 9.4 eV


[4]
The following is a DFT calculation (the ωB97M-V functional and the def2-TZVPD basis) of a molecular structure, C23H21Cl2IrN6O7S.

ORCA input file:
```
! RIJCOSX wB97M-V def2-TZVPD def2/J DEFGRID3
* xyz 0 1
Ir 1.192 -1.514 -1.423
O 3.155 -4.888 -1.716
Cl 1.807 -4.454 -1.888
O 0.948 -5.486 -2.380
O 1.275 -3.919 -0.620
O 1.767 -3.273 -2.838
N 0.002 4.086 4.154
C 0.685 3.075 3.495
C 1.550 3.380 2.438
C 2.194 2.376 1.746
C 1.969 1.045 2.090
C 1.120 0.725 3.141
C 0.487 1.738 3.844
S 2.757 -0.225 1.179
O 2.270 -1.475 1.689
O 4.151 0.076 1.129
N 2.178 -0.145 -0.355
C 2.825 0.468 -1.408
N 3.537 1.582 -1.381
C 4.034 1.953 -2.562
C 3.813 1.263 -3.748
C 3.014 0.142 -3.673
N 2.526 -0.248 -2.501
H 0.367 5.019 4.062
H -0.352 3.874 5.070
H 1.722 4.418 2.173
H 2.869 2.610 0.929
H 0.967 -0.316 3.400
H -0.156 1.494 4.683
H 4.623 2.863 -2.560
H 4.237 1.589 -4.686
H 2.753 -0.452 -4.540
N -4.085 -0.831 3.208
C -4.026 -1.570 2.067
O -4.975 -2.169 1.606
C -2.692 -1.588 1.371
C -2.326 -2.732 0.685
C -1.137 -2.740 -0.009
N -0.324 -1.668 -0.054
C -0.679 -0.562 0.607
C -1.850 -0.492 1.339
H -4.936 -0.872 3.741
H -3.249 -0.511 3.662
H -2.974 -3.596 0.678
H -0.798 -3.611 -0.547
H -0.024 0.289 0.515
H -2.100 0.439 1.832
Cl 0.096 2.157 -1.944
C -1.389 1.242 -1.861
C -2.517 1.905 -1.401
C -3.714 1.219 -1.277
C -3.773 -0.124 -1.620
C -2.631 -0.762 -2.083
C -1.413 -0.101 -2.215
C -0.211 -0.851 -2.720
H -2.443 2.953 -1.137
H -4.596 1.733 -0.915
H -4.702 -0.674 -1.529
H -2.675 -1.814 -2.352
H 0.353 -0.242 -3.421
H -0.494 -1.810 -3.172
*
```

Results
**Relative energy (zero: lowest compared OMol25 entry of this formula, charge and spin)**: 174.8 kJ/mol
**LUMO**: -0.65 eV
**E_HOMO**: -8.382 eV
**Orbital gap**: 7.7 eV